(1)
# C5H9N

An isolated molecule of C5H9N (ωB97M-V/def2-TZVPD, the OMol25 dataset).

Geometry as XYZ:
```
15
Properties=species:S:1:pos:R:3:forces:R:3
N -0.723 0.973 1.338 -2.87 2.01 3.62
C -0.424 0.281 -1.486 -1.15 1.20 1.19
C 0.037 -0.055 0.895 0.36 -2.09 5.10
C 0.113 0.195 -2.673 -1.49 0.18 -2.94
C 0.807 -1.021 1.876 1.17 3.36 0.76
C 0.169 -0.339 -0.339 2.41 -1.62 -4.40
H -1.329 0.939 -1.367 0.38 -1.29 -0.20
H 1.089 -0.042 -2.954 1.60 -1.16 0.41
H -0.487 0.273 -3.591 0.02 0.99 0.50
H -1.340 1.366 0.640 0.25 0.04 -0.01
H 0.945 -1.116 -0.587 -1.01 0.79 0.20
H 0.461 -1.983 2.093 -1.17 -1.47 -0.46
H 1.858 -1.103 1.540 -0.60 -0.04 -0.08
H -1.260 1.072 2.326 2.25 -1.06 -3.12
H 0.909 -0.583 2.894 -0.17 0.15 -0.56
```
Forces are in eV/Å.

Values from the calculation:
* ΔE to the lowest compared entry with this formula, charge and spin: 221.09 kJ/mol
* net charge: 0
* E_tot: -6818.7035 eV
* HOMO level: -7.6168 eV
* LUMO energy: 1.00 eV
* structure (SMILES): C=C/C=C(/C)N

Here are the natural (NBO) charges for atoms 1 to 4, given in e: number 1, N, carries -0.815; number 2, C, carries -0.204; number 3, C, carries 0.223; number 4, C, carries -0.400

=====

(2)
# C5H9N

An isolated molecule of C5H9N (ωB97M-V/def2-TZVPD, the OMol25 dataset).

Geometry as XYZ:
```
15
Properties=species:S:1:pos:R:3:forces:R:3
N -2.567 1.810 -0.769 0.40 -0.72 0.72
C -1.543 0.093 0.937 -0.06 -0.04 0.02
C -0.015 0.015 0.785 0.03 -0.01 0.02
C 1.930 -0.320 -0.814 0.07 -0.02 -0.02
C 0.417 -0.392 -0.624 -0.05 0.03 -0.03
C -2.133 1.050 -0.013 -0.36 0.58 -0.52
H -0.074 0.267 -1.355 0.10 -0.16 0.14
H 0.421 0.988 1.046 -0.07 -0.15 -0.07
H 0.361 -0.712 1.519 -0.06 0.15 -0.14
H 2.221 -0.706 -1.797 -0.03 0.08 0.17
H -1.822 0.402 1.952 0.04 -0.06 -0.21
H 2.457 -0.907 -0.052 -0.09 0.07 -0.13
H 0.062 -1.412 -0.830 0.03 0.17 0.03
H -1.997 -0.892 0.759 0.08 0.24 0.01
H 2.282 0.715 -0.743 -0.04 -0.16 0.01
```
Forces are in eV/Å.

Values from the calculation:
* ΔE to the lowest compared entry with this formula, charge and spin: 7.28 kJ/mol
* net charge: 0
* E_tot: -6820.9195 eV
* HOMO level: -11.4609 eV
* LUMO energy: 0.91 eV
* structure (SMILES): CCCCC#N

Here are the natural (NBO) charges for atoms 1 to 4, given in e: number 1, N, carries -0.334; number 2, C, carries -0.508; number 3, C, carries -0.378; number 4, C, carries -0.602